[1]
The molecule C2H7NS. Source: OMol25; level of theory: ωB97M-V/def2-TZVPD.

Geometry as XYZ:
```
11
Properties=species:S:1:pos:R:3:mulliken_charge:R:1
N -0.44 0.80 -1.09 -0.631
C -0.56 -0.32 -0.11 -0.385
C 0.49 -0.48 1.01 -0.586
S 2.13 -0.01 0.34 -0.292
H -1.13 0.47 -1.81 0.285
H -0.96 1.61 -0.70 0.204
H -1.45 -0.23 0.51 0.255
H -0.44 -1.27 -0.73 0.323
H 0.20 0.13 1.87 0.298
H 0.63 -1.52 1.35 0.313
H 1.52 0.82 -0.64 0.216
```

Output
- SMILES = NCCS
- Kohn-Sham gap (eV) = 9.5061
- energy relative to the best compared isomer or geometry (same formula, charge and spin) (kcal per mole) = 12.9
- net charge = 0
- E_LUMO (eV) = 0.897


[2]
A cluster of 2 separate species, C2H7NS in total. Source: OMol25; level of theory: ωB97M-V/def2-TZVPD.

Geometry as XYZ:
```
11
Properties=species:S:1:pos:R:3:mulliken_charge:R:1
S 2.51 -0.36 0.54 -0.257
H 2.36 -0.43 -0.75 0.123
C -2.19 -0.06 0.78 -0.588
C -1.33 0.19 -1.47 0.033
N -2.05 0.62 -0.54 0.071
H -1.62 0.44 1.59 0.324
H -3.22 0.12 1.07 0.301
H -1.93 -1.11 0.67 0.343
H -0.24 0.02 -1.36 0.187
H -1.65 0.10 -2.52 0.303
H 2.10 0.95 0.48 0.160
```

Output
- multiplicity = 2
- Kohn-Sham gap (alpha / beta) (eV) = 6.9140 / 4.8188
- expectation value of S² = 0.76
- energy relative to the best compared isomer or geometry (same formula, charge and spin) (kcal per mole) = 48.8
- net charge = +1
- E_LUMO (alpha / beta) (eV) = -6.351 / -8.420


[3]
A cluster of 2 separate species, C2H7NS2 in total. Source: OMol25; level of theory: ωB97M-V/def2-TZVPD.

Geometry as XYZ:
```
12
Properties=species:S:1:pos:R:3:mulliken_charge:R:1
C 1.74 -1.56 0.21 -0.667
C 2.32 -0.42 0.58 0.169
N 2.11 0.82 0.03 -0.363
H 0.90 -1.50 -0.46 -0.005
H 2.11 -2.54 0.51 0.254
H 3.04 -0.34 1.39 0.260
H 1.38 1.05 -0.62 0.169
H 2.35 1.60 0.62 0.210
S -1.93 -0.10 0.70 -0.144
S -1.21 0.62 -1.09 -0.255
H -0.82 0.04 1.45 0.173
H -0.85 -0.56 -1.60 0.199
```

Output
- SMILES = C=CN.SS
- Kohn-Sham gap (eV) = 8.4497
- energy relative to the best compared isomer or geometry (same formula, charge and spin) (kcal per mole) = 17.8
- net charge = 0
- E_LUMO (eV) = 0.270


[4]
A cluster of 2 separate species, C2H7NS2 in total. Source: OMol25; level of theory: ωB97M-V/def2-TZVPD.

Geometry as XYZ:
```
12
Properties=species:S:1:pos:R:3:mulliken_charge:R:1
C 1.02 0.23 -1.49 -0.339
N 0.91 0.46 -0.19 -0.022
C 1.18 -0.63 0.74 -0.912
S 0.18 1.81 0.51 -0.294
H 0.67 0.94 -2.23 0.285
H 1.39 -0.72 -1.76 0.290
H 1.03 -0.35 1.75 0.304
H 0.45 -1.44 0.60 0.357
H 2.18 -1.04 0.64 0.366
S -3.37 -0.22 0.39 -0.259
H -2.06 0.01 0.12 0.087
H -3.58 0.96 0.91 0.137
```

Output
- SMILES = C=[N+](C)[S-].S
- Kohn-Sham gap (alpha / beta) (eV) = 7.8865 / 7.8880
- energy relative to the best compared isomer or geometry (same formula, charge and spin) (kcal per mole) = 42.0
- net charge = 0
- E_LUMO (alpha / beta) (eV) = -0.307 / -0.306


[5]
A cluster of 2 separate species, C2H7NSi in total. Source: OMol25; level of theory: ωB97M-V/def2-TZVPD.

Geometry as XYZ:
```
11
Properties=species:S:1:pos:R:3:mulliken_charge:R:1
C 0.01 1.05 -0.46 -0.260
C 0.99 1.21 -1.44 -0.665
N 0.16 -1.10 0.19 -0.308
Si -0.93 -1.50 1.38 0.245
H -0.45 1.56 0.28 0.435
H 2.03 1.37 -0.87 0.236
H 0.90 2.13 -2.08 0.318
H 0.95 0.36 -2.08 0.271
H 0.03 -2.61 1.62 -0.056
H -2.35 -2.20 1.31 -0.093
H -1.33 -0.28 2.16 -0.123
```

Output
- Kohn-Sham gap (alpha / beta) (eV) = 7.5213 / 3.9592
- energy relative to the best compared isomer or geometry (same formula, charge and spin) (kcal per mole) = 207.3
- net charge = 0
- E_LUMO (alpha / beta) (eV) = -1.224 / -3.107


[6]
A structure of composition C2H7O2. Source: OMol25; level of theory: ωB97M-V/def2-TZVPD.

Geometry as XYZ:
```
11
Properties=species:S:1:pos:R:3:mulliken_charge:R:1
C -0.37 -0.45 -0.01 -0.201
O 0.31 0.36 -0.96 -0.703
C -1.64 0.40 0.63 -0.970
H -0.46 -1.52 -0.46 0.193
H 0.43 -0.63 0.80 0.186
H -2.26 0.79 -0.17 0.256
H -2.27 -0.19 1.25 0.344
H -1.23 1.24 1.19 0.224
H 1.48 0.09 -0.94 0.435
H 3.33 0.30 -0.57 0.184
O 2.68 -0.39 -0.77 -0.950
```

Output
- Kohn-Sham gap (eV) = 7.9778
- energy relative to the best compared isomer or geometry (same formula, charge and spin) (kcal per mole) = 16.5
- net charge = -1
- E_LUMO (eV) = 4.456


[7]
A structure of composition C2H7O2. Source: OMol25; level of theory: ωB97M-V/def2-TZVPD.

Geometry as XYZ:
```
11
Properties=species:S:1:pos:R:3:mulliken_charge:R:1
C -0.24 1.28 -0.40 -0.546
C -0.06 -1.32 0.21 -0.594
O 1.68 0.06 0.15 -0.353
O 0.36 0.11 0.29 0.174
H -0.41 1.08 -1.80 0.341
H -1.16 1.52 0.09 0.316
H 0.51 2.10 -0.22 0.278
H -1.00 -1.45 -0.26 0.368
H 0.78 -1.91 -0.38 0.305
H -0.22 -1.75 1.18 0.312
H 2.15 -0.06 1.08 0.398
```

Output
- Kohn-Sham gap (eV) = 13.4835
- energy relative to the best compared isomer or geometry (same formula, charge and spin) (kcal per mole) = 137.7
- net charge = +1
- E_LUMO (eV) = -3.696


[8]
The molecule C2H7O2P. Source: OMol25; level of theory: ωB97M-V/def2-TZVPD.

Geometry as XYZ:
```
12
Properties=species:S:1:pos:R:3:mulliken_charge:R:1
C -1.36 0.07 -1.84 -0.516
O -0.65 -1.05 -1.32 -0.208
P -0.43 -1.51 0.20 0.166
O 1.24 -0.50 0.56 -0.459
C 1.36 0.29 1.66 -0.573
H -0.72 0.90 -1.72 0.271
H -2.09 0.17 -1.11 0.297
H -1.83 -0.10 -2.92 0.203
H 0.39 -2.68 -0.06 0.064
H 1.03 -0.23 2.71 0.194
H 0.84 1.22 1.72 0.280
H 2.35 0.44 1.74 0.281
```

Output
- SMILES = COPOC
- Kohn-Sham gap (eV) = 10.1094
- energy relative to the best compared isomer or geometry (same formula, charge and spin) (kcal per mole) = 62.6
- net charge = 0
- E_LUMO (eV) = 0.846


[9]
A structure of composition C2H7O2Y. Source: OMol25; level of theory: ωB97M-V/def2-TZVPD.

Geometry as XYZ:
```
12
Properties=species:S:1:pos:R:3:mulliken_charge:R:1
C 0.79 -0.53 -1.14 -0.677
H 0.78 -1.50 -1.67 0.323
H 0.09 0.12 -1.70 0.294
H 1.82 -0.17 -1.16 0.238
O 0.55 2.21 1.06 -0.524
Y 0.14 4.12 1.90 0.240
H 0.50 1.23 0.96 0.300
O 0.36 -0.73 0.22 -0.371
C -0.99 -1.12 0.35 -0.628
H -1.21 -1.19 1.42 0.221
H -1.66 -0.36 -0.09 0.289
H -1.17 -2.08 -0.16 0.294
```

Output
- Kohn-Sham gap (eV) = 6.3056
- net charge = 0
- E_LUMO (eV) = 0.148


[10]
The molecule C2H7O3P. Source: OMol25; level of theory: ωB97M-V/def2-TZVPD.

Geometry as XYZ:
```
13
Properties=species:S:1:pos:R:3:mulliken_charge:R:1
C -0.62 2.13 0.31 -0.589
O 0.63 1.51 -0.12 -0.187
P 0.88 0.05 0.27 0.672
O 2.42 -0.50 -0.50 -0.668
O -0.38 -0.63 -0.39 -0.243
C -0.27 -1.98 -0.62 -0.677
H -1.42 1.48 0.01 0.285
H -0.79 3.17 -0.15 0.214
H -0.49 2.08 1.36 0.322
H 0.75 -0.13 1.58 0.080
H 0.47 -2.29 -1.33 0.329
H -1.37 -2.43 -0.75 0.206
H 0.19 -2.48 0.35 0.257
```

Output
- SMILES = CO[PH](=O)OC
- Kohn-Sham gap (eV) = 10.0981
- energy relative to the best compared isomer or geometry (same formula, charge and spin) (kcal per mole) = 54.0
- net charge = 0
- E_LUMO (eV) = 0.678


[11]
The molecule C2H7O3P. Source: OMol25; level of theory: ωB97M-V/def2-TZVPD.

Geometry as XYZ:
```
13
Properties=species:S:1:pos:R:3:mulliken_charge:R:1
C 0.10 -0.34 2.28 -0.975
P 0.21 0.03 0.61 1.052
O 1.51 1.00 0.43 -0.515
O -1.05 1.05 0.40 -0.563
O 0.30 -0.70 -0.89 -0.423
C -0.50 -0.32 -2.04 -0.635
H -0.78 -0.91 2.37 0.327
H 1.06 -0.82 2.65 0.219
H 2.24 0.58 -0.07 0.325
H -1.18 1.39 1.27 0.334
H 0.20 -0.20 -2.87 0.227
H -1.12 0.43 -1.87 0.368
H -1.00 -1.20 -2.28 0.259
```

Output
- SMILES = C=P(O)(O)OC
- Kohn-Sham gap (eV) = 9.2344
- energy relative to the best compared isomer or geometry (same formula, charge and spin) (kcal per mole) = 25.0
- net charge = 0
- E_LUMO (eV) = 0.661


[12]
A cluster of 2 separate species, C2H7OPS in total. Source: OMol25; level of theory: ωB97M-V/def2-TZVPD.

Geometry as XYZ:
```
12
Properties=species:S:1:pos:R:3:mulliken_charge:R:1
O 0.38 1.43 0.09 -0.518
C -0.92 1.10 0.44 0.168
C -1.43 -0.02 -0.14 -0.550
S -3.02 -0.81 0.20 -0.220
H 0.48 0.87 -0.72 0.257
H -1.27 1.67 1.23 0.450
H -0.89 -0.55 -0.90 0.214
H -3.69 0.33 0.33 0.120
P 2.04 -1.04 -0.26 -0.097
H 3.04 -1.89 -0.83 0.077
H 2.65 -1.19 1.01 0.064
H 2.63 0.09 -0.44 0.034
```

Output
- SMILES = O/C=C/S.P
- Kohn-Sham gap (eV) = 9.2292
- energy relative to the best compared isomer or geometry (same formula, charge and spin) (kcal per mole) = 80.0
- net charge = 0
- E_LUMO (eV) = 0.879


[13]
A cluster of 2 separate species, C2H7OS in total. Source: OMol25; level of theory: ωB97M-V/def2-TZVPD.

Geometry as XYZ:
```
11
Properties=species:S:1:pos:R:3:mulliken_charge:R:1
O -1.69 1.08 2.00 -0.866
H -1.09 1.27 2.73 0.263
C -0.73 -0.62 0.16 -1.212
S 1.00 -0.38 0.36 -0.176
C 1.53 -0.08 -1.38 -0.786
H -1.24 -1.41 0.70 0.251
H -1.31 -0.24 -0.68 0.348
H -1.15 0.55 1.20 0.449
H 1.30 0.94 -1.65 0.194
H 2.55 -0.38 -1.54 0.265
H 0.84 -0.74 -1.91 0.269
```

Output
- Kohn-Sham gap (eV) = 5.1370
- energy relative to the best compared isomer or geometry (same formula, charge and spin) (kcal per mole) = 59.9
- net charge = -1
- E_LUMO (eV) = 3.887


[14]
A cluster of 2 separate species, C2H7OS in total. Source: OMol25; level of theory: ωB97M-V/def2-TZVPD.

Geometry as XYZ:
```
11
Properties=species:S:1:pos:R:3:mulliken_charge:R:1
C -0.58 -0.40 2.09 -0.553
S -1.24 1.26 2.04 -0.214
H -1.28 -1.05 2.63 0.272
H -0.67 -0.72 0.99 0.170
H 0.45 -0.37 2.64 0.231
H -1.02 1.46 0.69 0.120
C 0.87 -0.02 -2.23 -0.443
O 0.23 0.06 -0.94 -0.248
H 0.25 0.47 -3.19 0.213
H 1.95 0.46 -2.26 0.223
H 1.05 -1.15 -2.44 0.229
```

Output
- multiplicity = 2
- Kohn-Sham gap (alpha / beta) (eV) = 9.4413 / 6.7184
- expectation value of S² = 0.75
- energy relative to the best compared isomer or geometry (same formula, charge and spin) (kcal per mole) = 53.2
- net charge = 0
- E_LUMO (alpha / beta) (eV) = 0.804 / -1.916


[15]
A cluster of 3 separate species, C2H7OS2 in total. Source: OMol25; level of theory: ωB97M-V/def2-TZVPD.

Geometry as XYZ:
```
12
Properties=species:S:1:pos:R:3:mulliken_charge:R:1
C -1.88 1.06 3.03 0.192
O -2.27 0.75 4.17 -0.438
H -0.93 0.83 2.65 0.007
H 0.06 -0.88 -4.14 -0.088
H -2.35 1.76 2.47 0.245
C 1.50 -1.06 -0.94 -0.635
S 1.18 0.05 0.56 0.040
S 0.54 1.84 -0.20 -0.180
H 2.57 -0.96 -1.21 0.299
H 1.27 -1.98 -0.44 0.289
H 0.92 -0.67 -1.71 0.185
H -0.62 -0.75 -4.23 0.084
```

Output
- multiplicity = 2
- Kohn-Sham gap (alpha / beta) (eV) = 9.4849 / 7.3373
- expectation value of S² = 0.75
- energy relative to the best compared isomer or geometry (same formula, charge and spin) (kcal per mole) = 16.0
- net charge = 0
- E_LUMO (alpha / beta) (eV) = 0.403 / -2.037


[16]
The molecule C2H7PS3. Source: OMol25; level of theory: ωB97M-V/def2-TZVPD.

Geometry as XYZ:
```
13
Properties=species:S:1:pos:R:3:mulliken_charge:R:1
C 3.04 -0.96 0.31 -0.712
S 2.42 0.63 -0.38 -0.056
S 0.51 0.85 0.36 -0.152
P -1.26 -0.20 -0.46 0.148
C -2.47 0.28 0.84 -0.910
S -1.51 1.22 -2.02 -0.274
H 3.79 -1.16 -0.38 0.271
H 2.16 -1.60 0.26 0.269
H 3.36 -0.62 1.27 0.275
H -2.12 1.22 1.23 0.304
H -3.46 0.33 0.46 0.337
H -2.41 -0.39 1.63 0.341
H -2.06 0.40 -3.12 0.159
```

Output
- SMILES = CSSP(C)S
- Kohn-Sham gap (eV) = 8.8398
- energy relative to the best compared isomer or geometry (same formula, charge and spin) (kcal per mole) = 21.2
- net charge = 0
- E_LUMO (eV) = 0.267


[17]
A structure of composition C2H7S. Source: OMol25; level of theory: ωB97M-V/def2-TZVPD.

Geometry as XYZ:
```
10
Properties=species:S:1:pos:R:3:mulliken_charge:R:1
C 2.25 5.25 1.82 -0.872
H 1.72 4.96 2.72 0.223
H 2.85 4.34 1.51 0.215
H 3.04 5.97 2.02 0.224
H 1.54 5.62 1.06 0.210
C -2.22 -5.56 -1.86 -0.731
S -2.77 -3.37 -1.75 -0.817
H -2.35 -5.97 -0.85 0.187
H -2.91 -5.86 -2.63 0.188
H -1.15 -5.39 -2.03 0.172
```

Output
- Kohn-Sham gap (eV) = 4.8288
- energy relative to the best compared isomer or geometry (same formula, charge and spin) (kcal per mole) = 38.5
- net charge = -1
- E_LUMO (eV) = 2.650


[18]
A cluster of 2 separate species, C2H7S2 in total. Source: OMol25; level of theory: ωB97M-V/def2-TZVPD.

Geometry as XYZ:
```
11
Properties=species:S:1:pos:R:3:mulliken_charge:R:1
C 0.80 1.27 -1.38 -0.718
S -0.22 2.12 -0.06 -0.259
H 1.40 1.95 -2.13 0.255
H 0.04 0.83 -2.12 0.229
H 1.49 0.40 -1.01 0.229
H -0.76 0.98 0.58 0.043
C -0.51 -1.65 1.21 -0.803
S -1.84 -0.51 1.80 -0.639
H 0.49 -1.30 1.65 0.204
H -0.34 -1.39 0.14 0.146
H -0.54 -2.70 1.33 0.315
```

Output
- Kohn-Sham gap (eV) = 6.2315
- energy relative to the best compared isomer or geometry (same formula, charge and spin) (kcal per mole) = 27.4
- net charge = -1
- E_LUMO (eV) = 3.633


[19]
A cluster of 2 separate species, C2H7S2 in total. Source: OMol25; level of theory: ωB97M-V/def2-TZVPD.

Geometry as XYZ:
```
11
Properties=species:S:1:pos:R:3:mulliken_charge:R:1
C 1.09 0.67 0.95 -0.267
S 1.57 -0.40 2.35 -0.224
H 0.58 1.56 1.32 0.274
H 0.46 0.06 0.31 -0.115
H 1.98 0.98 0.42 0.279
H 1.69 0.56 3.27 0.088
C -1.47 -0.68 -1.58 -0.713
S -1.69 -0.79 -3.40 -0.752
H -0.42 -0.85 -1.36 0.021
H -2.05 -1.41 -1.02 0.227
H -1.73 0.32 -1.24 0.182
```

Output
- Kohn-Sham gap (eV) = 4.8874
- energy relative to the best compared isomer or geometry (same formula, charge and spin) (kcal per mole) = 21.6
- net charge = -1
- E_LUMO (eV) = 2.823